{"formula": "C2H11N3O2", "method": "wB97M-V/def2-TZVPD", "orbital_gap_ev": 9.6, "relative_energy_kcal_mol": 13.9, "smiles": "[H]/N=C(\\N)NC.O.O", "mol_weight_g_mol": 109.13, "e_homo_ev": -8.98, "fmax_ev_per_a": 1.5, "symbols": ["O", "O", "N", "N", "N", "C", "C", "H", "H", "H", "H", "H", "H", "H", "H", "H", "H", "H"], "coordinates": [[2.94, -0.70, 1.45], [-3.27, 0.52, -0.46], [0.98, 1.20, 0.50], [-0.65, 1.34, -1.19], [-0.44, -0.61, 0.13], [0.07, 0.63, -0.20], [0.51, -1.76, 0.19], [0.00, -2.61, -0.21], [-2.93, 1.39, -0.26], [-1.31, 0.81, -1.75], [-1.30, -0.83, -0.35], [0.78, -1.89, 1.22], [-4.06, 0.35, 0.03], [1.38, -1.57, -0.42], [2.47, 0.10, 1.16], [3.76, -0.31, 1.78], [1.08, 2.15, 0.19], [0.00, 1.78, -1.83]]}

=====

{"formula": "C2HClNO3", "method": "wB97M-V/def2-TZVPD", "orbital_gap_ev": 8.1, "relative_energy_kcal_mol": 24.6, "total_charge": -1, "mol_weight_g_mol": 122.49, "e_homo_ev": -4.69, "fmax_ev_per_a": 9.9, "symbols": ["Cl", "O", "O", "O", "N", "C", "C", "H"], "coordinates": [[0.74, -0.28, 2.76], [1.58, 1.33, 0.79], [2.92, -0.52, 0.95], [-1.35, -0.96, -1.94], [-1.15, 0.82, -0.33], [2.17, 0.37, 1.06], [-1.19, -0.24, -1.08], [-1.01, 0.92, 0.70]]}

=====

{"formula": "C4H10OS2", "method": "wB97M-V/def2-TZVPD", "orbital_gap_ev": 9.9, "relative_energy_kcal_mol": 19.3, "smiles": "CC=O.CCSS", "mol_weight_g_mol": 138.26, "e_homo_ev": -9.39, "fmax_ev_per_a": 0.5, "symbols": ["S", "S", "O", "C", "C", "C", "C", "H", "H", "H", "H", "H", "H", "H", "H", "H", "H"], "coordinates": [[-1.21, 0.84, 2.10], [0.69, 1.14, 1.35], [-1.46, -3.71, 0.59], [-0.53, -2.95, 0.64], [0.12, -2.34, -0.56], [0.39, 1.53, -0.40], [0.46, 3.02, -0.69], [1.12, 0.98, -0.99], [-0.51, -2.53, -1.43], [0.39, 3.21, -1.76], [1.40, 3.45, -0.34], [0.33, -1.28, -0.43], [-0.59, 1.13, -0.66], [-0.33, 3.55, -0.16], [1.08, -2.85, -0.74], [-1.30, -0.47, 1.86], [-0.06, -2.72, 1.62]]}